A 10-piece molecular cluster, C31H47Cl9N2O15 overall in a non-equilibrium geometry, computed with wB97M-V/def2-TZVPD.

Values from the calculation:
* Kohn-Sham gap: 0.380 hartree
* E: -179303.8551 eV
* E_HOMO: -10.45 eV

ORCA input file:
```
! wB97M-V def2-TZVPD RIJCOSX def2/J DEFGRID3
* xyz 0 1
C 9.427 17.704 10.740
C 8.837 16.345 11.035
C 9.151 15.287 10.011
O 9.725 14.147 10.737
C 10.041 14.552 11.923
O 10.688 13.847 12.731
O 9.581 15.752 12.249
H 8.745 18.260 10.049
H 10.467 17.601 10.492
H 9.318 18.325 11.653
H 7.790 16.441 11.296
H 9.792 15.638 9.161
H 8.261 14.781 9.502
C 19.292 8.814 15.319
C 18.506 9.968 14.726
C 19.291 11.303 14.864
O 19.139 11.873 13.492
C 18.627 10.984 12.677
O 18.486 11.172 11.508
O 18.401 9.788 13.326
H 19.340 9.014 16.385
H 20.324 8.807 14.973
H 18.788 7.878 15.072
H 17.512 9.967 15.197
H 20.379 11.142 15.028
H 18.817 12.035 15.543
C 8.130 9.785 7.052
C 8.981 10.758 7.776
C 9.024 10.679 9.267
O 10.397 10.536 9.598
C 11.127 10.290 8.452
O 12.259 10.044 8.485
O 10.344 10.448 7.347
H 7.075 9.852 7.309
H 8.410 8.796 7.382
H 8.299 9.850 5.987
H 8.721 11.762 7.411
H 8.506 9.777 9.676
H 8.571 11.519 9.773
C 12.273 11.072 12.317
C 13.151 12.235 12.473
C 13.062 12.769 13.846
O 14.342 12.471 14.437
C 15.172 11.949 13.560
O 16.247 11.501 13.797
O 14.573 11.876 12.324
H 12.620 10.165 12.795
H 12.243 10.727 11.305
H 11.273 11.376 12.659
H 12.934 12.939 11.668
H 12.309 12.301 14.488
H 12.980 13.857 13.840
C 16.759 15.029 14.846
C 18.262 14.965 14.795
C 18.988 16.323 14.580
O 19.989 16.356 15.605
C 19.837 15.327 16.448
O 20.519 15.106 17.418
O 18.831 14.516 16.040
H 16.440 15.410 13.890
H 16.429 15.732 15.600
H 16.476 14.024 15.039
H 18.555 14.191 14.086
H 18.300 17.137 14.697
H 19.379 16.479 13.570
Cl 7.584 11.365 17.980
C 8.868 10.850 16.824
Cl 8.748 11.767 15.329
Cl 8.800 9.120 16.467
H 9.849 11.004 17.250
Cl 8.376 5.693 12.905
C 9.119 7.101 12.213
Cl 10.759 7.375 12.855
Cl 8.223 8.561 12.483
H 9.187 6.905 11.133
Cl 12.631 15.707 10.165
C 13.408 14.746 8.917
Cl 13.065 15.224 7.304
Cl 12.985 13.015 9.079
H 14.470 14.863 9.118
C 15.851 8.059 11.019
C 14.845 8.883 10.305
C 15.359 9.491 8.931
C 15.621 8.532 7.848
N 15.735 7.892 6.864
H 15.676 7.999 12.110
H 16.882 8.405 10.905
H 15.772 6.986 10.792
H 14.489 9.700 10.927
H 14.010 8.257 9.988
H 16.306 10.014 9.181
H 14.635 10.225 8.579
C 14.293 7.217 15.209
C 14.672 8.620 14.751
C 14.728 9.630 15.870
C 13.439 10.080 16.402
N 12.450 10.403 16.882
H 14.368 6.496 14.421
H 13.248 7.269 15.495
H 14.899 6.893 16.042
H 14.079 8.916 13.906
H 15.690 8.575 14.370
H 15.322 10.433 15.508
H 15.189 9.189 16.722
*
```